Entry 1:
ORCA calculation (wB97M-V/def2-TZVPD) on an isolated ion of composition C5H12N2 and charge -1.

The geometry in XYZ format:
```
19
Properties=species:S:1:pos:R:3:lowdin_charge:R:1
C 1.326 -0.180 -1.332 -0.358
C 0.240 -1.177 -0.977 -0.259
C -0.225 -1.146 0.477 -0.272
N -2.184 2.022 1.209 -0.071
C -1.740 0.786 0.844 -0.496
C -0.524 0.237 1.012 -0.199
N 2.481 -0.125 -0.440 -0.014
H 0.921 0.832 -1.408 0.080
H 1.657 -0.364 -2.353 0.080
H 0.580 -2.190 -1.237 0.091
H -0.595 -1.007 -1.678 0.090
H -1.100 -1.798 0.607 0.090
H 0.557 -1.632 1.078 0.086
H -2.986 2.426 0.729 -0.052
H -1.466 2.668 1.505 -0.006
H -2.432 0.160 0.296 0.059
H 0.288 0.762 1.506 0.065
H 2.488 0.706 0.129 0.040
H 2.712 -0.979 0.031 0.048
```

Computed properties:
Total charge = -1
HOMO level (alpha / beta) = 1.358 / -3.886 eV
Gap between HOMO and LUMO (alpha / beta) = 2.660 / 7.763 eV
LUMO (alpha / beta) = 4.018 / 3.877 eV
2S+1 = 2



Entry 2:
ORCA calculation (wB97M-V/def2-TZVPD) on one molecule with the formula C5H12N2 in a non-equilibrium geometry.

The geometry in XYZ format:
```
19
Properties=species:S:1:pos:R:3:lowdin_charge:R:1
C 1.842 0.043 0.062 -0.288
C 0.617 -0.266 -0.791 -0.193
C -0.659 0.137 -0.118 -0.323
C -1.617 -0.734 0.158 -0.198
N -2.747 -0.503 0.946 0.043
C -0.803 1.546 0.411 -0.068
N 3.069 -0.441 -0.610 -0.016
H 1.692 -0.529 0.974 0.116
H 1.893 1.108 0.298 0.097
H 0.597 -1.357 -0.882 0.111
H 0.645 0.147 -1.801 0.115
H -1.482 -1.781 -0.119 0.116
H -3.517 -1.111 0.695 0.076
H -3.096 0.450 0.866 0.070
H -0.002 2.195 0.055 0.067
H -1.748 2.000 0.110 0.070
H -0.765 1.564 1.507 0.089
H 3.869 -0.064 -0.112 0.057
H 3.110 -0.005 -1.525 0.057
```

Computed properties:
Total charge = 0
HOMO level = -7.962 eV
Gap between HOMO and LUMO = 8.969 eV
LUMO = 1.007 eV
SMILES = C/C(=C\N)CCN



Entry 3:
ORCA calculation (wB97M-V/def2-TZVPD) on one molecule with the formula C5H12N2 in a non-equilibrium geometry.

The geometry in XYZ format:
```
19
Properties=species:S:1:pos:R:3:lowdin_charge:R:1
C 0.000 1.785 -0.220 -0.363
C -0.864 0.843 -1.022 -0.228
C -0.252 -0.588 -1.130 -0.222
N 0.089 -2.236 2.400 -0.013
C -0.385 -1.835 1.103 -0.226
C 0.275 -0.977 0.257 -0.145
N 1.385 1.944 -0.613 -0.013
H 0.145 1.438 0.741 0.067
H -0.567 2.752 -0.186 0.115
H -0.934 1.315 -2.099 0.125
H -1.981 0.818 -0.587 0.148
H -0.910 -1.276 -1.691 0.104
H 0.758 -0.458 -1.666 0.115
H -0.809 -2.536 2.849 0.080
H 0.810 -2.965 2.418 0.075
H -1.320 -2.283 0.679 0.109
H 1.261 -0.549 0.579 0.114
H 1.478 2.139 -1.686 0.119
H 1.823 2.670 -0.126 0.037
```

Computed properties:
Total charge = 0
HOMO level = -8.319 eV
Gap between HOMO and LUMO = 9.464 eV
LUMO = 1.145 eV
SMILES = N/C=C/CCCN



Entry 4:
ORCA calculation (wB97M-V/def2-TZVPD) on one molecule with the formula C5H12N2 in a non-equilibrium geometry.

The geometry in XYZ format:
```
19
Properties=species:S:1:pos:R:3:lowdin_charge:R:1
C 1.438 1.902 -0.469 -0.077
C 1.059 0.548 0.130 -0.457
C -0.459 0.458 0.063 -0.187
C -1.024 -0.931 0.439 -0.247
C -2.188 -2.206 -1.134 -0.062
N -1.069 -1.735 -0.781 -0.041
N 1.431 0.463 1.575 0.029
H 2.528 1.947 -0.557 0.075
H 1.058 2.743 0.089 0.078
H 1.062 1.931 -1.489 0.075
H 1.515 -0.255 -0.451 0.135
H -1.010 1.191 0.646 0.116
H -0.677 0.516 -1.009 0.104
H -0.370 -1.409 1.174 0.102
H -2.006 -0.815 0.909 0.102
H -2.397 -2.425 -2.177 0.064
H -2.946 -2.399 -0.366 0.072
H 1.742 -0.491 1.743 0.061
H 2.314 0.967 1.663 0.060
```

Computed properties:
Total charge = 0
HOMO level = -9.310 eV
Gap between HOMO and LUMO = 10.538 eV
LUMO = 1.228 eV
SMILES = C=NCC[C@@H](C)N